# 1
DFT (ωB97M-V with the def2-TZVPD basis set) results for a structure of composition Cl6InY.

Last column: Mulliken charge in e.
Element x y z (Å)
In (8.10745, 22.37522, -32.30522)  0.8294
Y (7.48617, 21.90602, -27.44393)  1.2809
Cl (9.22582, 24.54978, -28.81243)  -0.1578
Cl (9.98893, 22.55212, -25.66316)  -0.1825
Cl (9.27003, 20.99209, -29.35822)  -0.3817
Cl (6.22556, 23.66602, -25.80737)  -0.3699
Cl (6.86707, 19.42168, -26.87499)  -0.4515
Cl (5.81207, 22.42593, -29.75832)  -0.5670

Kohn-Sham gap	3.48	eV
calculated total energy	-2989.6572	Ha
highest occupied orbital energy	-0.3838	Ha
F_max	0.030	Eh/bohr

# 2
DFT (ωB97M-V with the def2-TZVPD basis set) results for a structure of composition Cl7O28Pb.

Last column: Mulliken charge in e.
Element x y z (Å)
Pb (0.28524, -0.31749, -0.25036)  2.2484
Cl (2.76414, 2.52646, 0.87089)  1.7277
O (3.76089, 2.88539, 1.75478)  -0.7839
O (1.91162, 1.46599, 1.33845)  -0.5510
O (2.06783, 3.73235, 0.73891)  -0.6982
O (3.36840, 2.42045, -0.38216)  -0.7097
Cl (-3.55643, -0.82047, -0.09032)  1.6072
O (-4.58614, -1.80645, -0.47317)  -0.7251
O (-2.24756, -1.06547, -0.56807)  -0.6525
O (-3.74462, 0.46605, -0.70556)  -0.6688
O (-3.65884, -0.38882, 1.30553)  -0.5988
Cl (-1.80899, 3.27515, 1.11045)  1.5931
O (-0.96124, 2.13527, 0.63847)  -0.4918
O (-1.85082, 4.27523, 0.16224)  -0.6703
O (-3.17862, 2.87095, 1.42717)  -0.7197
O (-1.34630, 3.80418, 2.33355)  -0.7317
Cl (1.56763, -4.20385, 1.19619)  1.6779
O (1.41346, -2.85691, 0.86362)  -0.7459
O (2.63663, -3.98665, 1.94097)  -0.6115
O (0.37407, -4.88966, 1.72496)  -0.6784
O (1.80398, -4.98579, 0.05765)  -0.6907
Cl (-0.52281, 2.47408, -3.24095)  1.6021
O (0.31467, 1.67718, -2.31035)  -0.6158
O (-1.94439, 2.48275, -2.97871)  -0.6396
O (0.01005, 3.78291, -3.17509)  -0.6757
O (-0.46819, 1.88137, -4.56116)  -0.7199
Cl (-0.78595, -0.95148, 3.52743)  1.7007
O (0.33132, -1.06587, 4.46008)  -0.8101
O (-1.80298, -0.40272, 4.26814)  -0.7035
O (-0.45575, -0.35471, 2.34640)  -0.4928
O (-1.12862, -2.28914, 3.26387)  -0.7465
Cl (2.37457, -2.32698, -3.30226)  1.6441
O (2.57188, -3.71012, -2.99698)  -0.6500
O (1.43312, -1.72715, -2.31142)  -0.6736
O (3.51195, -1.53180, -3.59098)  -0.6438
O (1.54681, -2.47423, -4.39221)  -0.7022

Kohn-Sham gap	6.91	eV
calculated total energy	-5518.6054	Ha
ΔE to the lowest compared entry with this formula, charge and spin	5.631	eV
net charge	-5
highest occupied orbital energy	0.1164	Ha
F_max	0.247	Eh/bohr

# 3
DFT (ωB97M-V with the def2-TZVPD basis set) results for a structure of composition Cl9Hf2In2.

Last column: Mulliken charge in e.
Element x y z (Å)
In (1.27235, 3.90869, 3.38441)  1.0385
In (2.57664, 0.13823, 4.46567)  1.1658
Hf (1.34896, -0.89069, -2.64812)  1.4933
Hf (-2.17876, -0.28929, 0.78161)  1.6438
Cl (-2.07923, 0.78428, -1.66489)  0.0833
Cl (-0.21764, -1.08896, -5.17320)  0.0115
Cl (-2.63307, -2.72225, 0.97402)  -0.2062
Cl (-4.12099, 0.48781, 0.38872)  -0.0207
Cl (2.30419, -0.53190, 1.74148)  0.0570
Cl (-0.55700, 2.58363, 1.86124)  -0.3013
Cl (-0.47193, -1.13529, -1.04414)  0.4347
Cl (2.28325, -2.66644, -0.60017)  -0.2097
Cl (2.47322, 1.42218, -2.46663)  -0.1900

Kohn-Sham gap	3.08	eV
calculated total energy	-4615.4595	Ha
net charge	+5
highest occupied orbital energy	-0.9207	Ha
F_max	0.090	Eh/bohr

# 4
DFT (ωB97M-V with the def2-TZVPD basis set) results for a cluster of 2 separate species, ClF2NS in total.

Last column: Mulliken charge in e.
Element x y z (Å)
N (-1.09171, 0.67092, 2.05491)  -0.1642
F (1.13889, 0.02966, -1.62974)  -0.2230
F (-1.10842, 0.42943, -0.82942)  -0.1996
S (-0.36685, -0.67283, -1.82205)  0.4210
Cl (0.42359, 0.52813, 1.82827)  0.1657

Kohn-Sham gap (alpha / beta)	8.58 / 8.66	eV
calculated total energy	-1112.6692	Ha
ΔE to the lowest compared entry with this formula, charge and spin	2.290	eV
highest occupied orbital energy (alpha / beta)	-0.3480 / -0.3473	Ha
F_max	0.061	Eh/bohr

# 5
DFT (ωB97M-V with the def2-TZVPD basis set) results for a structure of composition ClFFeN3O9.

Last column: Mulliken charge in e.
Element x y z (Å)
Fe (-0.26398, 0.00588, -0.64213)  1.0749
N (-2.53192, -2.12315, -0.53029)  0.8859
O (-1.52128, -1.58295, -0.74689)  -0.3008
O (-2.77902, -3.24084, -1.09090)  -0.6300
O (-3.47041, -1.62088, 0.06462)  -0.6030
N (1.07951, 3.12608, -0.89307)  0.8890
O (0.66985, 4.02533, -0.16489)  -0.6235
O (0.59949, 2.06623, -0.59365)  -0.4435
O (1.91050, 3.18652, -1.65854)  -0.6165
N (1.60907, -0.73817, 1.79515)  0.9548
O (0.83842, -1.09088, 0.80038)  -0.3236
O (1.15868, -0.03020, 2.64981)  -0.5314
O (2.70350, -1.24245, 1.89100)  -0.5981
F (-1.48480, 0.70078, 1.25497)  -0.5909
Cl (1.48234, -1.44135, -2.13551)  -0.5432

Kohn-Sham gap (alpha / beta)	8.85 / 6.25	eV
calculated total energy	-2664.8447	Ha
net charge	-2
spin multiplicity	6
highest occupied orbital energy (alpha / beta)	-0.1317 / -0.1238	Ha
F_max	0.190	Eh/bohr

# 6
DFT (ωB97M-V with the def2-TZVPD basis set) results for a cluster of 2 separate species, ClFH2 in total.

Last column: Mulliken charge in e.
Element x y z (Å)
H (0.99785, 0.41087, -0.52272)  0.4181
H (-0.52078, 0.24304, 0.61451)  0.2611
F (0.98461, -0.36671, -0.02137)  -0.4120
Cl (-1.46167, -0.28721, -0.07042)  -0.2671

Kohn-Sham gap	11.86	eV
calculated total energy	-561.2313	Ha
ΔE to the lowest compared entry with this formula, charge and spin	0.703	eV
SMILES string	Cl.F
highest occupied orbital energy	-0.4093	Ha
F_max	0.043	Eh/bohr

# 7
DFT (ωB97M-V with the def2-TZVPD basis set) results for the molecule ClFH2NOP.

Last column: Mulliken charge in e.
Element x y z (Å)
N (-1.18747, -0.57785, 0.54321)  -0.6394
O (0.09461, 0.58510, -1.39552)  -0.4561
F (1.01570, 1.40619, 0.80479)  -0.2895
P (0.24970, 0.08564, 0.11356)  0.9681
Cl (1.92791, -0.93174, -0.04032)  -0.1641
H (-1.32188, -0.93399, 1.56593)  0.2341
H (-0.77858, 0.36665, -1.59164)  0.3469

Kohn-Sham gap	10.71	eV
calculated total energy	-1032.6723	Ha
ΔE to the lowest compared entry with this formula, charge and spin	0.469	eV
SMILES string	N=[P@@](O)(F)Cl
highest occupied orbital energy	-0.3793	Ha
F_max	0.075	Eh/bohr

# 8
DFT (ωB97M-V with the def2-TZVPD basis set) results for a cluster of 2 separate species, ClFH2NP in total.

Last column: Mulliken charge in e.
Element x y z (Å)
N (-1.19130, -0.15815, 0.83952)  -0.4390
F (1.20062, 1.45757, -0.82959)  -0.2107
P (1.84995, 0.02370, -1.17362)  0.3081
Cl (0.34756, -1.07871, -1.79927)  -0.1159
H (-1.22671, -0.92873, 1.60618)  0.2297
H (-0.98013, 0.68432, 1.35679)  0.2279

Kohn-Sham gap (alpha / beta)	7.23 / 10.35	eV
calculated total energy	-957.2971	Ha
ΔE to the lowest compared entry with this formula, charge and spin	3.788	eV
highest occupied orbital energy (alpha / beta)	-0.2965 / -0.4080	Ha
F_max	0.045	Eh/bohr

# 9
DFT (ωB97M-V with the def2-TZVPD basis set) results for a cluster of 2 separate species, ClFH2Si in total.

Last column: Mulliken charge in e.
Element x y z (Å)
F (-0.31024, -1.64088, 0.18131)  -0.1752
Si (-0.01845, -0.12207, -0.06229)  0.5064
Cl (-1.80395, 0.81242, 0.03274)  -0.1825
H (0.57236, 0.26926, -1.19918)  -0.0856
H (1.56027, 0.68127, 1.04743)  -0.0631

Kohn-Sham gap	10.65	eV
calculated total energy	-850.7710	Ha
ΔE to the lowest compared entry with this formula, charge and spin	2.142	eV
highest occupied orbital energy	-0.3764	Ha
F_max	0.090	Eh/bohr

# 10
DFT (ωB97M-V with the def2-TZVPD basis set) results for the molecule ClFIPS.

Last column: Mulliken charge in e.
Element x y z (Å)
F (0.45787, 1.06794, -0.47425)  -0.1694
P (-0.36718, -0.17200, 0.11205)  0.4904
S (-0.28084, -0.20260, 2.01267)  -0.2404
Cl (0.79793, -1.71131, -1.00074)  -0.2007
I (-2.52010, 0.07966, -1.10387)  0.1201

Kohn-Sham gap	8.27	eV
calculated total energy	-1597.3726	Ha
ΔE to the lowest compared entry with this formula, charge and spin	0.267	eV
SMILES string	F[P@](=S)(Cl)I
highest occupied orbital energy	-0.3734	Ha
F_max	0.048	Eh/bohr

Q: Among the records above, which one has the highest calculated total energy?
A: ClFH2